{"formula": "C5H13Cl2N2Si", "method": "ωB97M-V/def2-TZVPD", "homo_ev": -13.912, "smiles": "N[C@@]1([NH3+])CCCC[Si]1(Cl)Cl", "total_charge": 1, "energy_ev": -41294.08858, "multiplicity": 1, "gap_ev": 10.92, "de_lowest_ev": 0.000, "species": ["C", "C", "C", "C", "C", "N", "N", "Si", "Cl", "Cl", "H", "H", "H", "H", "H", "H", "H", "H", "H", "H", "H", "H", "H"], "positions_angstrom": [[-1.3896, 0.8510, 0.5213], [-0.5849, 2.1217, 0.6480], [-1.2183, -0.1186, -0.6793], [0.8778, 1.7759, 1.0873], [0.0349, -0.9320, -0.2956], [-0.1729, -1.9127, 0.6668], [0.5190, -1.8783, -1.6947], [1.7364, 0.3702, 0.1990], [2.3591, 0.8596, -1.6930], [2.9920, -0.8327, 1.1702], [-1.3243, 0.1338, 1.3006], [-2.5284, 1.1940, 0.4961], [-0.5111, 2.7148, -0.3011], [-1.1192, 2.7576, 1.4171], [-2.1165, -0.8585, -0.6146], [-0.9896, 0.5121, -1.4745], [1.3512, 2.7720, 1.2293], [0.8983, 1.4901, 2.0599], [-0.8641, -2.6065, 0.4305], [0.5700, -2.3579, 1.1554], [-0.4389, -2.2080, -1.9849], [1.0363, -2.6155, -1.2775], [0.8828, -1.2320, -2.3666]], "atomic_forces_ev_per_a": [[-4.19, 0.48, -1.21], [0.73, -0.30, -0.01], [0.32, -1.75, 2.93], [0.08, 2.28, -1.91], [2.41, 0.47, 0.10], [-0.97, 0.25, -0.24], [-3.81, 1.53, 0.98], [-3.16, -0.29, -1.35], [0.17, -0.03, 0.15], [0.47, -0.16, 0.34], [0.16, 0.23, 1.71], [2.19, -0.85, 0.05], [-0.42, -0.59, 0.70], [1.00, -0.56, -0.79], [1.26, 1.53, -1.04], [-0.33, 0.37, -2.30], [0.61, -0.71, -0.81], [-0.40, -1.41, 3.27], [-0.54, -0.01, 0.17], [0.89, 0.16, 0.27], [1.52, 0.14, -0.01], [1.08, -0.59, -0.33], [0.94, -0.20, -0.68]]}